(1)
C41H49AsBrN6O2V | ωB97M-V/def2-TZVPD

Geometry (Å):
V 0.0198 -1.1977 -0.0548
C 2.3668 0.9683 0.2462
C 2.2360 0.7558 1.7586
C 1.4848 1.9336 2.3264
C 2.1161 2.9658 3.0085
C 1.3517 4.0357 3.4456
C -0.0081 4.0465 3.1768
C -0.5472 2.9684 2.4914
N 0.1788 1.9464 2.0832
N 2.0159 -0.2003 -0.5833
C 2.0065 0.2651 -1.9762
C 0.8490 -0.2901 -2.7375
C 0.8343 -0.2237 -4.1271
C -0.3497 -0.4506 -4.8026
C -1.4899 -0.6942 -4.0436
C -1.3683 -0.8268 -2.6740
N -0.2133 -0.6721 -2.0171
C 3.0187 -1.2725 -0.4485
C 2.5833 -2.4040 0.4270
C 3.5127 -3.3838 0.7689
C 3.1360 -4.4144 1.6065
C 1.8508 -4.3779 2.1406
C 0.9818 -3.3828 1.7322
N 1.3150 -2.4382 0.8410
H 3.3866 1.2897 -0.0063
H 1.6740 1.7702 -0.0273
H 3.2098 0.6612 2.2391
H 1.6452 -0.1501 1.9350
H 3.1783 2.9284 3.1930
H 1.8083 4.8455 3.9944
H -0.6401 4.8592 3.4946
H -1.6059 2.9230 2.2706
H 2.9658 0.0858 -2.4771
H 1.8530 1.3527 -2.0027
H 1.7410 0.0331 -4.6520
H -0.3885 -0.4099 -5.8795
H -2.4539 -0.7837 -4.5170
H -2.2403 -1.0348 -2.0617
H 3.9578 -0.8695 -0.0449
H 3.2541 -1.6986 -1.4317
H 4.5139 -3.3249 0.3718
H 3.8222 -5.2080 1.8540
H 1.5290 -5.1199 2.8546
H -0.0144 -3.3060 2.1574
O -4.2797 -1.3187 3.6835
C -3.0652 -0.9910 4.1880
C -2.9841 -0.8830 5.5771
C -1.8025 -0.5154 6.1829
C -0.6649 -0.2960 5.4169
C -0.7281 -0.4172 4.0415
C -1.9240 -0.7400 3.4106
C -2.0432 -0.8319 1.8937
O -0.9193 -0.8652 1.1585
N -2.9135 0.2485 1.4087
N -2.5088 0.9731 0.3797
C -3.1311 2.0635 0.0814
C -2.6913 2.9198 -0.9642
Br -0.9167 2.5619 -1.5576
C -3.3243 3.9934 -1.5184
C -4.7020 4.3690 -1.4137
C -5.7258 3.4519 -1.1014
C -7.0406 3.8543 -1.0433
C -7.3804 5.1814 -1.3059
C -6.3890 6.0973 -1.6456
C -5.0710 5.7016 -1.7087
H -4.3090 -1.3822 2.7225
H -3.8794 -1.0866 6.1443
H -1.7639 -0.3939 7.2538
H 0.2659 -0.0278 5.8892
H 0.1545 -0.2564 3.4429
H -2.5718 -1.8000 1.6739
H -3.5480 0.6675 2.0937
H -3.9949 2.4048 0.6553
H -2.7206 4.6494 -2.1350
H -5.4804 2.4097 -0.9699
H -7.8137 3.1363 -0.8184
H -8.4139 5.4907 -1.2676
H -6.6664 7.1187 -1.8593
H -4.3061 6.4214 -1.9561
C -4.4262 -3.7073 -1.5039
C -3.6280 -2.7986 -0.5693
As -1.6711 -3.2245 -0.4758
C -1.2865 -4.0672 -2.2160
C 0.2153 -4.1951 -2.4407
C -1.9177 -4.7855 0.7507
C -1.0283 -5.9956 0.5064
H -5.4769 -3.4226 -1.4582
H -4.3622 -4.7543 -1.2032
H -4.1062 -3.6229 -2.5419
H -4.0158 -2.9398 0.4482
H -3.7779 -1.7501 -0.8450
H -1.7393 -3.4643 -3.0089
H -1.7596 -5.0547 -2.2316
H 0.7044 -3.2146 -2.3837
H 0.4241 -4.6100 -3.4243
H 0.6626 -4.8530 -1.6943
H -2.9624 -5.0883 0.6012
H -1.8263 -4.4466 1.7903
H -1.2223 -6.4256 -0.4755
H -1.2581 -6.7563 1.2500
H 0.0317 -5.7591 0.5891

## Properties
LUMO energy (alpha / beta)	-10.14 / -9.60	eV
spin multiplicity	2
total charge	+3
Kohn-Sham gap (alpha / beta)	3.9286 / 4.4825	eV
maximum force	0.0902	hartree/bohr
electronic energy	-7823.5974	Eh

=====

(2)
C4H3N2 | ωB97M-V/def2-TZVPD

Geometry (Å):
C -2.7526 -0.4202 0.0152
C -1.4855 1.1538 -0.0105
C -0.6643 -0.0296 -0.0087
C 0.3975 -0.7365 0.0131
N -2.7443 0.9118 0.0107
N -2.3137 -1.4964 -0.0147
H -1.0646 2.1559 -0.0464
H 0.4138 -1.8254 -0.0028
H 1.3928 -0.2857 0.0487

## Properties
LUMO energy	-7.36	eV
total charge	+1
Kohn-Sham gap	9.8426	eV
maximum force	0.0205	hartree/bohr
electronic energy	-263.2639	Eh

=====

Table of ΔE to the lowest compared entry with this formula, charge and spin (kJ/mol), in record order: 242.77, 146.35